[1]
{"formula": "C51H54Cl4N4O7SZr", "method": "wB97M-V/def2-TZVPD", "homo_energy_ev": -1.23, "orbital_gap_ev": 5.338, "relative_energy_kcal_mol": 64.3, "total_charge": -2, "max_force_ev_per_a": 0.8, "e_lumo_ev": 4.1, "multiplicity": 1, "molar_mass_g_mol": 1100.117, "total_energy_ev": -136270.0006, "species": ["Zr", "C", "C", "C", "C", "C", "C", "C", "N", "C", "C", "C", "C", "C", "C", "C", "C", "C", "C", "N", "C", "C", "C", "N", "C", "C", "C", "C", "C", "C", "C", "C", "C", "C", "C", "C", "C", "C", "N", "C", "C", "H", "H", "H", "H", "H", "H", "H", "H", "H", "H", "H", "H", "H", "H", "H", "H", "H", "H", "H", "H", "H", "H", "H", "H", "H", "H", "H", "H", "H", "H", "H", "H", "H", "H", "H", "H", "H", "H", "H", "H", "H", "H", "H", "H", "Cl", "C", "C", "Cl", "C", "Cl", "C", "O", "C", "O", "C", "Cl", "C", "C", "C", "C", "C", "C", "C", "S", "O", "O", "O", "H", "H", "H", "H", "H", "H", "H", "C", "O", "C", "O", "H", "H", "H"], "positions_angstrom": [[-0.0873, -0.4053, -1.1278], [0.3717, -4.2708, 4.8140], [0.1748, -4.6199, 3.3353], [0.5713, -3.5066, 2.4144], [1.8277, -3.2278, 1.9117], [3.0690, -4.0571, 2.0248], [3.3598, -4.8284, 0.7322], [1.6818, -2.0480, 1.1412], [0.3623, -1.6448, 1.0961], [-0.2993, -2.5120, 1.9029], [-1.6970, -2.3846, 2.3317], [-2.6478, -1.8743, 1.5392], [-3.9525, -1.2809, 1.9440], [-4.8479, -2.0233, 2.9005], [-4.5970, -1.6502, 4.3665], [-4.2302, -0.0958, 1.3740], [-3.0552, 0.5028, 0.5934], [-3.2248, 1.7906, -0.1374], [-2.1545, 2.3645, -0.7211], [-0.8438, 1.8778, -0.7075], [-0.0780, 2.8455, -1.2704], [1.2879, 2.8275, -1.3783], [2.1110, 1.8049, -0.8448], [1.6572, 0.6869, -0.2462], [2.7901, -0.0329, 0.1464], [2.7736, -1.2712, 0.7163], [3.9667, 0.7029, -0.2050], [3.5513, 1.8385, -0.8357], [4.3889, 2.9570, -1.3708], [4.4982, 4.1355, -0.3987], [5.3773, 0.2787, 0.0639], [5.9246, -0.6703, -1.0043], [-0.9160, 3.9719, -1.7257], [-2.1744, 3.6887, -1.3773], [-3.4014, 4.5025, -1.6416], [-3.8568, 4.3985, -3.1038], [-0.4155, 5.1490, -2.4946], [-0.0971, 4.7942, -3.9528], [-2.3142, -1.7443, 0.1962], [-5.5491, 0.6242, 1.4529], [-5.5788, 1.7879, 2.4465], [0.0781, -5.0946, 5.4719], [-0.2195, -3.3918, 5.0808], [1.4181, -4.0279, 5.0113], [-0.8723, -4.8815, 3.1598], [0.7530, -5.5188, 3.0986], [2.9579, -4.7640, 2.8532], [3.9327, -3.4324, 2.2769], [2.5443, -5.5195, 0.5091], [4.2898, -5.3994, 0.8017], [3.4357, -4.1451, -0.1167], [-1.9108, -2.5869, 3.3759], [-4.6849, -3.0959, 2.7724], [-5.8966, -1.8317, 2.6613], [-3.5834, -1.9117, 4.6690], [-5.2938, -2.1673, 5.0311], [-4.7137, -0.5751, 4.5137], [-4.1897, 2.2709, -0.2140], [1.7734, 3.6588, -1.8709], [3.7489, -1.7070, 0.9097], [3.9657, 3.3067, -2.3170], [5.3887, 2.5829, -1.6086], [3.5080, 4.5379, -0.1778], [5.1155, 4.9411, -0.8058], [4.9375, 3.8083, 0.5463], [5.4336, -0.2003, 1.0453], [6.0137, 1.1669, 0.1220], [5.3092, -1.5668, -1.0824], [6.9522, -0.9684, -0.7802], [5.9055, -0.1949, -1.9862], [-3.2072, 5.5490, -1.3835], [-4.2093, 4.1745, -0.9846], [-3.2550, 5.0445, -3.7458], [-4.9043, 4.6919, -3.2149], [-3.7299, 3.3795, -3.4694], [0.4782, 5.5535, -2.0072], [-1.1712, 5.9405, -2.4669], [0.7876, 4.1598, -4.0159], [0.0806, 5.6956, -4.5454], [-0.9163, 4.2268, -4.3967], [-6.3405, -0.0879, 1.6951], [-5.7895, 1.0131, 0.4593], [-5.4450, 1.4310, 3.4700], [-6.5280, 2.3275, 2.3949], [-4.7755, 2.4942, 2.2343], [3.8530, -5.2449, -4.3744], [2.5771, -4.4399, -3.5100], [1.4641, -5.1484, -3.0924], [1.3336, -6.8536, -3.4047], [0.4335, -4.4830, -2.4076], [-0.9752, -5.3274, -1.8449], [0.5281, -3.1278, -2.1425], [-0.3949, -2.4120, -1.5592], [1.6918, -2.4069, -2.5169], [1.7198, -1.1644, -2.1379], [2.6860, -3.0677, -3.2303], [4.0617, -2.1508, -3.7615], [-4.4150, -4.4463, -4.2732], [-3.6023, -3.1783, -4.3128], [-4.1949, -1.9353, -4.1101], [-3.4373, -0.7720, -4.1065], [-2.0753, -0.8577, -4.3215], [-1.4678, -2.0828, -4.5502], [-2.2304, -3.2360, -4.5402], [-1.0430, 0.5765, -4.2872], [-1.8826, 1.7366, -4.0900], [-0.2738, 0.5250, -5.5070], [-0.1329, 0.3495, -3.1146], [-5.3830, -4.2771, -3.7994], [-3.8902, -5.2204, -3.7112], [-4.5980, -4.8353, -5.2787], [-5.2614, -1.8804, -3.9171], [-3.8755, 0.1945, -3.8969], [-0.3974, -2.1321, -4.7090], [-1.7465, -4.1977, -4.6730], [-2.0110, 1.5483, 2.5175], [-1.9204, 0.5962, 1.5008], [-2.5397, -0.6078, -0.3374], [-2.1529, -0.3232, -1.5448], [-1.0793, 1.4843, 3.0788], [-2.8489, 1.3378, 3.1970], [-2.1189, 2.5641, 2.1186]]}

[2]
{"formula": "C2H4OS3", "method": "wB97M-V/def2-TZVPD", "homo_energy_ev": -8.95, "orbital_gap_ev": 7.558, "relative_energy_kcal_mol": 48.8, "total_charge": 0, "max_force_ev_per_a": 3.3, "e_lumo_ev": -1.4, "multiplicity": 1, "molar_mass_g_mol": 140.254, "total_energy_ev": -36689.9440, "species": ["C", "C", "O", "S", "S", "S", "H", "H", "H", "H"], "positions_angstrom": [[0.7848, 0.0997, 0.7052], [-0.4800, -0.4336, 0.0453], [3.3811, 2.9992, 2.3034], [1.1717, -0.1650, 2.2411], [1.1403, 2.8446, 4.1088], [2.6375, 2.1130, 3.1773], [1.4933, 0.6418, -0.0318], [-1.2906, -0.6184, 0.9503], [-0.1618, -1.4198, -0.4216], [-0.8418, 0.2877, -0.7279]]}

[3]
{"formula": "C27H72AsF6O9Pb", "method": "wB97M-V/def2-TZVPD", "homo_energy_ev": -11.34, "orbital_gap_ev": 8.304, "relative_energy_kcal_mol": 0.0, "total_charge": 1, "max_force_ev_per_a": 3.8, "e_lumo_ev": -3.0, "multiplicity": 1, "molar_mass_g_mol": 936.974, "total_energy_ev": -129981.7245, "species": ["Pb", "As", "F", "F", "F", "F", "F", "F", "C", "C", "C", "O", "H", "H", "H", "H", "H", "H", "H", "H", "C", "C", "C", "O", "H", "H", "H", "H", "H", "H", "H", "H", "C", "C", "C", "O", "H", "H", "H", "H", "H", "H", "H", "H", "C", "C", "C", "O", "H", "H", "H", "H", "H", "H", "H", "H", "C", "C", "C", "O", "H", "H", "H", "H", "H", "H", "H", "H", "C", "C", "C", "O", "H", "H", "H", "H", "H", "H", "H", "H", "C", "C", "C", "O", "H", "H", "H", "H", "H", "H", "H", "H", "C", "C", "C", "O", "H", "H", "H", "H", "H", "H", "H", "H", "C", "C", "C", "O", "H", "H", "H", "H", "H", "H", "H", "H"], "positions_angstrom": [[0.3226, -0.8287, 4.2390], [-1.3758, -0.2478, 0.7254], [0.1593, -1.0462, 0.2563], [-1.8774, -1.7964, 1.0960], [-2.8504, 0.3592, 1.3040], [-0.7233, 1.2906, 0.5471], [-1.9648, -0.3804, -0.9888], [-0.8666, 0.1155, 2.5700], [0.7997, -4.3335, 4.2554], [0.7084, -4.0369, 2.8010], [-0.5533, -4.5827, 2.1625], [0.6761, -2.5262, 2.5921], [1.3719, -3.6505, 4.8967], [1.1364, -5.3269, 4.4695], [-0.1999, -4.2836, 4.6852], [1.5390, -4.4063, 2.1997], [-0.5402, -5.6512, 2.0054], [-0.6636, -4.1408, 1.1675], [-1.3561, -4.2109, 2.7631], [0.4045, -2.3684, 1.6695], [3.8410, -0.2234, -1.6134], [3.5849, -0.3075, -3.1484], [4.5997, 0.5529, -3.9736], [3.6843, -1.7052, -3.4223], [4.8685, -0.3440, -1.4476], [3.1864, -0.9586, -1.1504], [3.5561, 0.8069, -1.3113], [2.6186, 0.0386, -3.4283], [4.2868, 0.5102, -5.0339], [5.6650, 0.2918, -3.8779], [4.5515, 1.5880, -3.6615], [3.8304, -1.7322, -4.3706], [4.0946, -1.5627, 2.4734], [3.6418, -0.2293, 2.8951], [4.4557, 0.9380, 2.2989], [2.2116, -0.2224, 2.6367], [3.6170, -2.3722, 3.0196], [5.1787, -1.7254, 2.5729], [3.9464, -1.7829, 1.4265], [3.6974, -0.0920, 3.9806], [4.3128, 1.0934, 1.2198], [5.5010, 0.9323, 2.6546], [3.9845, 1.8445, 2.6854], [2.1109, -0.4114, 1.6990], [-4.5629, 1.4577, -4.1429], [-3.6305, 0.3723, -3.7450], [-3.4803, -0.7751, -4.7405], [-2.4446, 1.0857, -3.3647], [-5.6708, 1.2084, -4.2944], [-4.2554, 1.8507, -5.0919], [-4.5978, 2.1885, -3.3621], [-4.0002, -0.0733, -2.7507], [-3.2651, -0.3879, -5.7684], [-4.4040, -1.4340, -4.7510], [-2.6766, -1.5063, -4.4459], [-1.9985, 0.5012, -2.7728], [-2.9601, 0.4314, 4.9815], [-3.1012, -1.1002, 4.9283], [-4.2577, -1.4248, 4.0118], [-1.9686, -1.7135, 4.1446], [-2.0166, 0.7709, 5.4273], [-3.8644, 1.0610, 5.2448], [-2.7975, 0.6347, 3.9182], [-3.0669, -1.6040, 5.8906], [-4.4264, -2.5000, 3.8694], [-4.0835, -1.0214, 3.0334], [-5.2096, -1.0483, 4.3924], [-2.2932, -2.2125, 3.3554], [1.0352, 3.2069, -5.9743], [-0.1009, 2.6122, -5.1665], [0.4004, 2.3907, -3.8073], [-1.0726, 3.7138, -5.0522], [0.7275, 3.6242, -6.9325], [1.9086, 2.5247, -6.2210], [1.5177, 4.1140, -5.4873], [-0.5196, 1.6593, -5.5032], [-0.2752, 1.9788, -3.0925], [0.7389, 3.3705, -3.4086], [1.2939, 1.8395, -3.7857], [-1.9749, 3.3960, -5.0611], [-3.8076, 2.8557, -0.7018], [-2.6267, 3.7765, -0.9338], [-2.9026, 4.8663, -1.9476], [-2.2858, 4.3972, 0.3260], [-4.0453, 2.3498, -1.6454], [-4.6562, 3.4474, -0.4240], [-3.6158, 2.1672, 0.1213], [-1.7059, 3.2509, -1.2388], [-2.6498, 4.4404, -2.9015], [-2.2170, 5.7032, -1.7932], [-3.9427, 5.1538, -1.8906], [-2.9311, 4.9735, 0.6030], [0.4162, 3.8494, 3.2281], [1.1591, 2.6329, 3.8342], [2.0177, 3.1115, 5.0235], [0.1335, 1.8091, 4.4677], [-0.1973, 3.5739, 2.3614], [1.1673, 4.5036, 2.8209], [-0.2102, 4.3476, 3.9461], [1.6593, 2.1016, 3.0343], [2.5961, 2.2879, 5.3933], [1.3627, 3.3138, 5.8466], [2.6592, 3.9271, 4.8441], [-0.6061, 2.0155, 3.9063], [1.8166, -3.5599, -0.9211], [1.0612, -4.6456, -1.6643], [1.9414, -5.7088, -2.3318], [0.1197, -5.2017, -0.7583], [2.4772, -2.9889, -1.6707], [2.4634, -4.0493, -0.1535], [1.1768, -2.9217, -0.3721], [0.4301, -4.2245, -2.4604], [2.6828, -6.1730, -1.6722], [2.4353, -5.3067, -3.1995], [1.3003, -6.5131, -2.7115], [-0.4943, -5.6293, -1.3804]]}

[4]
{"formula": "C4H18O6", "method": "wB97M-V/def2-TZVPD", "homo_energy_ev": -10.11, "orbital_gap_ev": 10.700, "relative_energy_kcal_mol": 6.3, "total_charge": 0, "max_force_ev_per_a": 4.1, "e_lumo_ev": 0.6, "multiplicity": 1, "smiles": "C1CCOC1.O.O.O.O.O", "molar_mass_g_mol": 162.182, "total_energy_ev": -16724.8260, "species": ["C", "C", "C", "O", "C", "H", "H", "H", "H", "H", "H", "H", "H", "O", "H", "H", "O", "H", "H", "O", "H", "H", "O", "H", "H", "O", "H", "H"], "positions_angstrom": [[-0.7837, 1.1399, -2.0131], [0.5844, 0.5970, -2.4406], [0.5985, -0.9235, -1.9422], [-0.6840, -1.0951, -1.3061], [-1.6196, -0.1811, -1.8316], [-1.2432, 1.8181, -2.7506], [-0.7156, 1.6703, -1.0814], [1.3828, 1.2090, -2.0751], [0.6888, 0.6693, -3.5884], [1.3502, -1.1267, -1.1641], [0.6803, -1.6218, -2.8416], [-2.4093, -0.0372, -1.1308], [-2.1184, -0.5932, -2.7246], [2.0411, -0.9290, 2.3118], [1.0833, -1.2129, 2.3033], [2.3591, -1.4097, 3.0794], [-2.5671, -0.6709, 2.3441], [-2.1513, 0.1200, 2.0283], [-3.4972, -0.5926, 2.1543], [2.8495, 1.6746, 1.0839], [2.6243, 0.8665, 1.5983], [3.7910, 1.6053, 1.2028], [-0.5524, 1.4392, 1.7605], [0.1713, 1.0566, 1.3187], [-0.2841, 2.3210, 2.2344], [-0.2112, -2.0905, 1.3563], [-0.2284, -1.6546, 0.5003], [-1.1392, -2.0480, 1.6138]]}